No. 1
# C20H22N4O2SV

A molecular structure, C20H22N4O2SV (ωB97M-V with the def2-TZVPD basis set, OMol25).

Total charge: +2
Spin multiplicity: 2
<S²>: 0.77
HOMO energy (spin up / spin down), eV: -14.6 / -14.8
Relative energy (zero: lowest compared OMol25 entry of this formula, charge and spin), kJ/mol: 107.7
F_max, eV Å⁻¹: 3.8
Frontier orbital gap (spin up / spin down), eV: 7.69 / 7.39
LUMO (spin up / spin down), eV: -7.0 / -7.4

Atoms and positions in Å:
V  0.3052  0.3775  0.0070
O  -1.1490  0.9335  -0.5067
C  -2.2423  0.6486  -1.1277
C  -3.1848  1.6008  -1.5514
C  -4.3500  1.1870  -2.1650
C  -4.6104  -0.1686  -2.3748
C  -3.6825  -1.1191  -1.9976
C  -2.4764  -0.7363  -1.3917
C  -1.4934  -1.6854  -0.9964
N  -0.3379  -1.3961  -0.4884
C  0.5234  -2.5061  -0.1452
C  1.9425  -1.9502  -0.1418
N  1.8764  -0.6800  0.5372
C  2.8498  -0.3567  1.3246
C  2.9610  0.9070  1.9818
C  4.0492  1.2611  2.7908
C  4.1193  2.5145  3.3637
C  3.0917  3.4391  3.1702
C  1.9939  3.1171  2.4014
C  1.9241  1.8639  1.7757
O  0.9749  1.5296  0.9633
H  -2.9779  2.6500  -1.3944
H  -5.0758  1.9214  -2.4827
H  -5.5414  -0.4737  -2.8285
H  -3.8603  -2.1676  -2.1794
H  -1.7662  -2.7327  -1.1359
H  0.2686  -2.8677  0.8610
H  0.4139  -3.3342  -0.8543
H  2.6544  -2.6453  0.3147
H  2.2601  -1.7534  -1.1773
H  3.6602  -1.0706  1.4920
H  4.8440  0.5454  2.9443
H  4.9629  2.7796  3.9814
H  3.1548  4.4151  3.6232
H  1.1749  3.8103  2.2816
S  1.3364  0.7361  -2.0967
C  1.9743  2.3427  -2.0820
N  1.5223  3.2317  -1.2125
C  2.1183  4.5464  -1.0336
C  3.5481  4.5099  -1.5547
C  3.5466  3.9588  -2.9743
N  2.9254  2.6469  -2.9451
H  0.7226  2.9842  -0.6357
H  2.1047  4.7840  0.0332
H  1.5220  5.2878  -1.5743
H  4.1480  3.8635  -0.9108
H  3.9833  5.5051  -1.5436
H  4.5614  3.8633  -3.3607
H  2.9875  4.6211  -3.6405
H  3.1959  1.9535  -3.6277

Mulliken atomic charge list, values in e, 4 entries:
1 V 0.980
2 O -0.193
3 C 0.428
4 C -0.726



No. 2
# C17H30N3O3S

A gas-phase ion, C17H30N3O3S (charge +1) (ωB97M-V with the def2-TZVPD basis set, OMol25).

Total charge: +1
HOMO energy, eV: -11.9
Relative energy (zero: lowest compared OMol25 entry of this formula, charge and spin), kJ/mol: 5.9
SMILES: CCCCCCCc1c(O)nc(SCC[NH+]2CCOCC2)[nH]c1=O
F_max, eV Å⁻¹: 0.9
Frontier orbital gap, eV: 9.20
LUMO, eV: -2.7

Atoms and positions in Å:
C  -7.8870  -0.5979  0.3350
C  -6.4345  -0.1599  0.4763
C  -5.5357  -0.8777  -0.5284
C  -4.0501  -0.5580  -0.3549
C  -3.7222  0.9030  -0.6617
C  -2.2237  1.1843  -0.7598
C  -1.5075  1.0291  0.5919
C  -0.0573  1.3957  0.4804
C  0.8928  0.5478  -0.0068
O  0.6546  -0.7190  -0.3930
N  2.2131  0.8908  -0.1402
C  2.5617  2.1093  0.1617
S  4.2268  2.6109  -0.0829
C  4.7258  1.4678  -1.4290
C  5.3313  0.1630  -0.9396
N  4.3425  -0.6856  -0.2244
C  4.1853  -2.0212  -0.8427
C  3.1428  -2.8347  -0.0684
O  3.5015  -2.9542  1.2854
C  3.5994  -1.6956  1.8936
C  4.6764  -0.8474  1.2096
N  1.7068  3.0080  0.6516
C  0.3249  2.7364  0.8686
O  -0.3746  3.5978  1.3282
H  -8.2549  -0.3804  -0.6651
H  -8.5147  -0.0747  1.0519
H  -7.9844  -1.6670  0.5101
H  -6.0879  -0.3759  1.4898
H  -6.3730  0.9187  0.3239
H  -5.8453  -0.6138  -1.5420
H  -5.6743  -1.9553  -0.4129
H  -3.7590  -0.8014  0.6695
H  -3.4782  -1.2004  -1.0318
H  -4.1799  1.1696  -1.6164
H  -4.1517  1.5479  0.1047
H  -1.7762  0.5193  -1.5055
H  -2.0797  2.2105  -1.1037
H  -1.6229  0.0097  0.9698
H  -1.9674  1.7107  1.3086
H  -0.2931  -0.9079  -0.3297
H  5.4725  2.0232  -1.9958
H  3.8520  1.2996  -2.0559
H  5.7153  -0.3840  -1.8040
H  6.1726  0.3748  -0.2761
H  3.3783  -0.1516  -0.2593
H  5.1491  -2.5363  -0.8093
H  3.8656  -1.9039  -1.8783
H  2.1580  -2.3596  -0.1663
H  3.0945  -3.8492  -0.4651
H  2.6327  -1.1711  1.8560
H  3.8688  -1.8723  2.9355
H  5.6400  -1.3570  1.2918
H  4.7394  0.1350  1.6788
H  2.0110  3.9500  0.8763

Mulliken atomic charge list, values in e, 4 entries:
1 C -1.364
2 C -0.175
3 C -0.889
4 C -0.328



No. 3
# C24H48BN2O3

3 unconnected molecules or ions with the total composition C24H48BN2O3 (ωB97M-V with the def2-TZVPD basis set, OMol25).

Total charge: -1
HOMO energy, eV: -4.3
F_max, eV Å⁻¹: 0.5
Frontier orbital gap, eV: 7.05
LUMO, eV: 2.7

Atoms and positions in Å:
C  0.5336  -0.4679  1.7714
C  -0.3876  0.0962  0.6828
C  -1.0789  -0.9888  -0.1085
B  -0.0437  -1.9372  -1.0088
O  -0.2376  -1.6826  -2.4667
C  -1.3238  -2.4746  -2.8562
C  -1.3110  -3.6946  -1.9020
O  -0.4049  -3.3971  -0.8787
O  -1.2615  1.1238  1.2363
C  -2.5343  0.7172  1.6536
C  -2.5816  -0.1560  2.8903
C  -3.4155  -1.2606  2.9405
C  -3.5051  -2.0354  4.0896
C  -2.7447  -1.7149  5.2078
C  -1.9029  -0.6132  5.1639
C  -1.8258  0.1617  4.0203
H  0.1396  -1.3829  2.2173
H  1.5184  -0.6577  1.3351
H  0.6700  0.3027  2.5371
H  0.2406  0.6534  -0.0239
H  -1.6319  -1.6568  0.5705
H  -1.8137  -0.5365  -0.7917
H  1.1433  -1.8021  -0.7078
H  -2.2802  -1.9366  -2.7265
H  -1.2145  -2.7405  -3.9151
H  -2.3250  -3.8370  -1.4933
H  -1.0012  -4.6101  -2.4247
H  -3.0840  0.2189  0.8450
H  -3.0752  1.6444  1.8827
H  -3.9900  -1.5307  2.0598
H  -4.1639  -2.8993  4.1010
H  -2.8003  -2.3261  6.1009
H  -1.2989  -0.3578  6.0289
H  -1.1610  1.0173  3.9888
C  3.8995  2.0258  1.8210
C  4.8501  1.9458  3.0047
N  4.5693  0.8355  3.8959
C  5.2822  0.9123  5.1547
C  6.8144  0.8092  5.1343
C  4.5182  -0.4752  3.2695
C  5.7678  -0.9629  2.5220
H  2.8613  2.0787  2.1497
H  4.1214  2.9214  1.2385
H  3.9971  1.1716  1.1508
H  4.7519  2.8609  3.5969
H  5.8860  1.9375  2.6244
H  4.8832  0.1341  5.8117
H  5.0103  1.8660  5.6191
H  7.1544  -0.2107  4.9584
H  7.2159  1.1258  6.0997
H  7.2536  1.4504  4.3691
H  3.6773  -0.4936  2.5744
H  4.2548  -1.2000  4.0440
H  6.2009  -0.1763  1.9021
H  5.4962  -1.7874  1.8608
H  6.5426  -1.3275  3.1965
C  -4.6263  2.6636  -6.3262
C  -3.4218  2.4365  -5.4240
N  -3.4904  1.1964  -4.6787
C  -2.4895  1.0977  -3.6221
C  -1.0146  1.0574  -4.0245
C  -3.6817  -0.0063  -5.4704
C  -2.6422  -0.3286  -6.5539
H  -5.5532  2.6169  -5.7522
H  -4.5577  3.6485  -6.7920
H  -4.6832  1.9272  -7.1287
H  -3.3782  3.2448  -4.6884
H  -2.5058  2.5282  -6.0318
H  -2.7132  0.2054  -3.0341
H  -2.6482  1.9465  -2.9487
H  -0.7287  0.0920  -4.4350
H  -0.4001  1.1968  -3.1353
H  -0.7569  1.8433  -4.7399
H  -4.6656  0.0520  -5.9445
H  -3.7427  -0.8436  -4.7714
H  -2.3730  0.5573  -7.1323
H  -3.0524  -1.0645  -7.2498
H  -1.7299  -0.7475  -6.1337

Mulliken atomic charge list, values in e, 4 entries:
1 C -1.301
2 C 0.669
3 C -0.277
4 B 0.741



No. 4
# C7H11F8N4O2PSi

2 unconnected molecules or ions with the total composition C7H11F8N4O2PSi (ωB97M-V with the def2-TZVPD basis set, OMol25).

HOMO energy, eV: -9.9
F_max, eV Å⁻¹: 4.8
Frontier orbital gap, eV: 8.01
LUMO, eV: -1.9

Atoms and positions in Å:
C  1.2164  -0.9454  2.0386
Si  -0.2027  0.0019  1.1743
C  -1.6761  -1.1547  0.7782
C  -0.9107  1.3062  2.4065
C  0.3072  0.7788  -0.5099
N  0.6513  0.2315  -1.7069
N  0.8903  1.2357  -2.5931
C  0.6895  2.3578  -1.9465
N  0.7623  3.7259  -2.3943
C  1.6851  4.5176  -1.5769
O  2.8159  4.6036  -1.8222
F  1.0961  5.1125  -0.4704
C  -0.5402  4.3736  -2.3065
O  -1.5431  3.8000  -2.0911
F  -0.6326  5.7211  -2.5330
N  0.3234  2.1440  -0.5761
H  0.8445  -1.3877  3.0043
H  2.0752  -0.2409  2.2387
H  1.5507  -1.7643  1.3366
H  -1.3420  -2.2058  0.6310
H  -2.4564  -1.0414  1.5714
H  -2.1441  -0.7523  -0.1714
H  -0.6352  1.0525  3.4591
H  -0.5819  2.3563  2.1856
H  -2.0360  1.2846  2.3432
H  0.6887  -0.7774  -1.8769
H  0.1334  2.8536  0.1303
F  1.1189  -6.3174  0.0775
P  -0.1454  -5.3194  -0.1036
F  0.5046  -4.9111  -1.5367
F  0.4887  -4.8516  1.3208
F  -0.5803  -3.7533  -0.2856
F  -1.5471  -5.4957  0.6955
F  -0.8684  -6.5388  -0.8906

Mulliken atomic charge list, values in e, 4 entries:
1 C -0.910
2 Si 0.397
3 C -0.816
4 C -1.108



No. 5
# C4H9NO

A single C4H9NO molecule (ωB97M-V with the def2-TZVPD basis set, OMol25).

HOMO energy, eV: -9.7
Relative energy (zero: lowest compared OMol25 entry of this formula, charge and spin), kJ/mol: 26.5
SMILES: CCC(=O)NC
F_max, eV Å⁻¹: 0.4
Frontier orbital gap, eV: 10.57
LUMO, eV: 0.9

Atoms and positions in Å:
C  2.3191  -0.3625  0.0112
C  1.1683  0.6379  0.0855
C  -0.1420  -0.0585  0.4240
O  -0.2436  -0.8264  1.3682
N  -1.1886  0.2649  -0.3843
C  -2.5295  -0.2184  -0.1461
H  2.2272  -0.9948  -0.8786
H  3.2856  0.1477  -0.0358
H  2.3036  -1.0097  0.8918
H  1.3449  1.3613  0.8899
H  1.0916  1.2089  -0.8501
H  -1.0217  0.8799  -1.1633
H  -2.8217  -0.9882  -0.8692
H  -2.5490  -0.6511  0.8553
H  -3.2440  0.6088  -0.1985

Mulliken atomic charge list, values in e, 4 entries:
1 C -1.114
2 C -0.240
3 C 0.512
4 O -0.644



Please write out number 5 again, unchanged.
# C4H9NO

A single C4H9NO molecule (ωB97M-V with the def2-TZVPD basis set, OMol25).

HOMO energy, eV: -9.7
Relative energy (zero: lowest compared OMol25 entry of this formula, charge and spin), kJ/mol: 26.5
SMILES: CCC(=O)NC
F_max, eV Å⁻¹: 0.4
Frontier orbital gap, eV: 10.57
LUMO, eV: 0.9

Atoms and positions in Å:
C  2.3191  -0.3625  0.0112
C  1.1683  0.6379  0.0855
C  -0.1420  -0.0585  0.4240
O  -0.2436  -0.8264  1.3682
N  -1.1886  0.2649  -0.3843
C  -2.5295  -0.2184  -0.1461
H  2.2272  -0.9948  -0.8786
H  3.2856  0.1477  -0.0358
H  2.3036  -1.0097  0.8918
H  1.3449  1.3613  0.8899
H  1.0916  1.2089  -0.8501
H  -1.0217  0.8799  -1.1633
H  -2.8217  -0.9882  -0.8692
H  -2.5490  -0.6511  0.8553
H  -3.2440  0.6088  -0.1985

Mulliken atomic charge list, values in e, 4 entries:
1 C -1.114
2 C -0.240
3 C 0.512
4 O -0.644